1:
9
Properties=species:S:1:pos:R:3:lowdin_charge:R:1 method="wB97M-V/def2-TZVPD" homo_lumo_gap_ev=8.57 e_homo_ev=-9.500 lumo_energy_ev=-0.9
Cl -1.274 -1.897 2.834 0.506
H -1.443 0.194 -0.135 0.073
H 1.630 -0.218 0.334 0.048
Cl 1.336 -1.617 3.691 0.568
C 0.574 -0.393 0.132 -0.138
H 0.151 -1.433 0.087 0.047
H -0.199 1.685 -0.064 0.063
C 0.329 -2.454 2.691 -1.058
C -0.340 0.556 -0.066 -0.111

---

2:
9
Properties=species:S:1:pos:R:3:lowdin_charge:R:1 method="wB97M-V/def2-TZVPD" homo_lumo_gap_ev=10.81 smiles=Cl[C@@H]1C[C@H]1Cl e_homo_ev=-9.799 lumo_energy_ev=1.0
C -0.594 -0.225 0.656 -0.641
Cl 2.298 -0.793 0.017 0.572
H -0.525 1.070 -0.909 0.033
C -0.136 0.852 -0.062 -0.255
H -0.530 -0.795 1.691 0.164
Cl -2.059 -0.880 -0.107 0.611
H 0.355 1.839 0.294 0.166
C 0.590 -0.419 -0.287 -0.696
H 0.601 -0.649 -1.293 0.046

---

Verdict on stability: 1 comes out at the bottom.

---

1:
16
Properties=species:S:1:pos:R:3:lowdin_charge:R:1 method="wB97M-V/def2-TZVPD" homo_lumo_gap_ev=7.73 charge=-1 e_homo_ev=-4.087 lumo_energy_ev=3.6
O -0.054 2.429 -0.240 -0.120
H -0.965 -2.015 0.343 0.086
H 2.025 -1.458 -2.346 0.092
H 1.655 -0.240 -1.165 0.097
H -0.810 1.871 2.835 0.047
C 0.686 -2.036 -1.001 -0.588
H 0.858 2.263 2.062 0.044
C 0.051 -1.638 0.322 0.004
O 0.475 -3.127 -1.507 0.005
O -2.032 1.761 0.674 -0.101
C -0.074 1.715 2.046 -0.057
H 0.032 0.629 2.040 0.021
C -0.818 2.029 0.666 -0.814
N 1.653 -1.196 -1.461 0.159
H 0.105 -0.566 0.485 0.041
H 0.606 -2.102 1.138 0.085

---

2:
16
Properties=species:S:1:pos:R:3:lowdin_charge:R:1 method="wB97M-V/def2-TZVPD" homo_lumo_gap_ev=7.43 smiles="O=CN[C@@H](C[O-])CO" charge=-1 e_homo_ev=-3.581 lumo_energy_ev=3.9
C 1.393 0.520 0.724 -0.418
H -1.065 0.966 -1.020 0.106
C -0.630 -2.066 -0.968 -0.441
O -0.745 2.241 0.612 -0.129
H 2.171 -0.291 0.733 0.093
O 1.674 1.480 -0.241 -0.355
H 0.843 -0.759 -1.295 0.128
H 0.196 2.333 0.207 0.072
O -1.546 -2.520 -0.326 -0.022
H 1.311 0.928 1.743 0.085
C -0.002 -0.135 0.483 -0.263
H -0.356 -0.685 1.346 0.127
H -0.321 -2.607 -1.897 0.122
N 0.140 -1.057 -0.643 0.049
C -1.044 0.988 0.077 -0.260
H -2.017 0.664 0.465 0.106

---

Verdict on stability: 2 comes out at the bottom.

---

1:
16
Properties=species:S:1:pos:R:3:lowdin_charge:R:1 method="wB97M-V/def2-TZVPD" homo_lumo_gap_ev=8.48 charge=-1 e_homo_ev=-4.748 lumo_energy_ev=3.7
H 0.592 0.417 -4.787 0.087
O 0.411 -1.352 -0.768 -0.115
C 0.309 0.862 -3.714 -0.163
H 1.515 0.215 -1.744 0.186
N 0.584 -0.404 -1.797 -0.173
H 1.234 1.280 -3.307 0.017
C -0.190 0.244 2.535 -0.806
H 0.129 -0.895 0.153 0.066
O -0.384 -0.428 1.522 -0.077
H -0.145 -0.555 4.719 0.087
H -0.343 1.731 -3.848 0.039
H -1.101 -1.566 3.368 0.057
H -1.854 -0.044 3.964 0.052
C -0.857 -0.524 3.753 -0.069
O 0.281 1.340 2.735 -0.029
C -0.180 -0.322 -2.784 -0.161

---

2:
16
Properties=species:S:1:pos:R:3:lowdin_charge:R:1 method="wB97M-V/def2-TZVPD" homo_lumo_gap_ev=8.21 charge=-1 e_homo_ev=-4.434 lumo_energy_ev=3.8
C 1.021 -2.318 0.476 -0.028
H 1.257 -2.496 -0.570 0.079
H 1.003 0.111 -0.298 0.063
C -1.988 1.926 0.158 -0.054
C -1.621 1.092 -1.107 -0.783
O -0.992 0.023 -0.869 -0.128
H -2.808 2.607 -0.070 0.051
O 2.430 -1.289 2.099 -0.011
C 1.779 -1.171 1.065 -0.600
N 1.787 -0.035 0.327 0.156
H 2.507 0.662 0.368 0.097
H 1.270 -3.218 1.038 0.069
H -0.070 -2.265 0.531 0.078
O -1.955 1.568 -2.207 -0.088
H -1.089 2.496 0.425 0.055
H -2.151 1.245 0.981 0.045

---

Verdict on stability: 1 comes out at the bottom.

---

1:
16
Properties=species:S:1:pos:R:3:lowdin_charge:R:1 method="wB97M-V/def2-TZVPD" homo_lumo_gap_ev=8.41 charge=-1 e_homo_ev=-4.471 lumo_energy_ev=3.9
H -1.135 0.470 -1.013 0.055
H -1.903 -0.510 0.181 0.077
H 2.851 -0.096 -1.698 0.049
O -2.182 2.515 1.133 -0.021
N -0.858 0.856 1.887 0.140
C 2.559 -0.934 -1.069 -0.055
C 1.048 -1.185 -0.848 -0.774
H 3.022 -1.864 -1.394 0.054
H -0.563 1.410 2.680 0.096
C -1.897 0.498 -0.224 -0.026
O 0.798 -1.824 0.212 -0.118
H -0.385 -0.016 1.688 0.081
H 2.915 -0.715 -0.059 0.052
O 0.209 -0.751 -1.661 -0.101
C -1.652 1.423 0.932 -0.587
H -2.827 0.723 -0.747 0.077

---

2:
16
Properties=species:S:1:pos:R:3:lowdin_charge:R:1 method="wB97M-V/def2-TZVPD" homo_lumo_gap_ev=7.64 smiles="N[C@H](CO)CC(=O)[O-]" charge=-1 e_homo_ev=-3.876 lumo_energy_ev=3.8
H -0.064 -1.307 0.855 0.080
N 1.267 1.441 -0.274 0.027
C -0.133 1.354 1.745 -0.217
C -0.164 -1.165 -1.382 -0.722
O 0.525 -0.626 -2.287 -0.089
H 0.865 1.425 2.279 0.121
O -0.936 0.548 2.585 -0.092
C 0.341 -0.710 0.077 -0.138
H 1.127 1.569 -1.204 -0.001
H -0.648 2.305 1.762 0.094
C 0.070 0.717 0.306 -0.351
H 1.387 -0.925 0.154 0.088
H -0.792 0.963 -0.322 0.141
H -1.588 0.150 2.055 0.048
H 2.180 0.994 -0.101 0.077
O -1.091 -1.977 -1.303 -0.066

---

Verdict on stability: 2 comes out at the bottom.

---

1:
20
Properties=species:S:1:pos:R:3:lowdin_charge:R:1 method="wB97M-V/def2-TZVPD" homo_lumo_gap_ev=9.66 charge=+1 e_homo_ev=-12.681 lumo_energy_ev=-3.0
H -4.615 -0.625 -1.002 0.096
H 4.396 -1.300 1.454 0.085
H 1.592 0.786 0.869 0.181
H 0.545 1.530 -1.418 0.151
H -4.606 1.055 -0.536 0.101
H -4.555 -0.169 0.799 0.021
C -4.242 0.035 -0.161 -0.164
P -1.707 -0.253 1.083 0.802
C 1.442 0.742 -1.357 -0.033
H 2.322 1.265 -1.611 0.075
H 0.931 -0.464 0.120 0.070
H -2.505 -0.757 2.042 -0.165
H -2.049 0.556 -1.079 0.048
N 1.643 0.237 -0.006 -0.024
H 3.307 -1.202 -0.642 0.170
C -2.699 0.096 -0.220 -0.558
H 1.313 -0.035 -2.201 0.144
C 3.509 -0.695 1.353 0.067
H 3.138 -0.222 2.280 0.093
C 2.842 -0.580 0.230 -0.159

---

2:
20
Properties=species:S:1:pos:R:3:lowdin_charge:R:1 method="wB97M-V/def2-TZVPD" homo_lumo_gap_ev=7.81 charge=+1 e_homo_ev=-12.370 lumo_energy_ev=-4.6
C 4.355 1.255 -0.364 0.170
C 2.814 -0.420 0.623 -0.048
H -3.288 2.029 0.296 0.067
H -1.585 -1.076 1.086 -0.093
C -3.753 1.055 0.438 -0.186
H -3.169 0.347 -1.521 0.066
H 1.806 -2.240 0.287 0.109
H 3.989 2.260 -0.555 0.131
C 1.890 -1.244 -0.142 -0.046
H -3.669 -0.939 -0.405 0.067
H -4.811 1.150 0.212 0.072
H 0.885 -0.782 -0.047 -0.042
N 3.611 0.399 0.122 0.103
H 2.140 -1.294 -1.197 0.105
H -1.266 -1.489 -0.860 -0.092
H -3.653 0.770 1.481 0.062
P -1.348 -0.338 -0.075 0.796
H 2.797 -0.486 1.710 0.170
C -3.134 0.011 -0.481 -0.541
H 5.389 1.031 -0.608 0.129

---

Verdict on stability: 1 comes out at the bottom.